The following is a DFT calculation (ωB97M-V with the def2-TZVPD basis set) of a structure of composition C36H36N6O2PPtS4Si.

Summary:
<S²>: 2.020
Charge: -1
Multiplicity: 3
HOMO (spin up / spin down) (Eh): -0.1208 / -0.1948

Each line ends with the Mulliken spin population.
Cartesian coordinates (Å):
Pt (-0.084, -0.216, 0.467)  0.6022
N (4.228, -2.863, -5.391)  0.0000
C (4.008, -2.287, -4.139)  -0.0010
C (3.571, -3.070, -3.071)  0.0013
C (3.320, -2.499, -1.838)  0.0081
C (3.492, -1.130, -1.669)  -0.0039
C (3.936, -0.332, -2.722)  -0.0010
C (4.184, -0.913, -3.953)  0.0001
S (3.265, -0.466, -0.063)  0.0088
O (4.331, 0.467, 0.171)  0.0003
O (3.046, -1.561, 0.829)  0.0001
N (1.828, 0.369, -0.049)  -0.0602
C (1.640, 1.635, -0.556)  -0.0116
N (2.551, 2.295, -1.282)  0.0032
C (2.206, 3.505, -1.709)  -0.0030
C (0.981, 4.094, -1.442)  0.0053
C (0.108, 3.340, -0.681)  0.0016
N (0.419, 2.131, -0.232)  0.0189
H (4.398, -3.853, -5.393)  0.0000
H (4.837, -2.353, -6.006)  0.0000
H (3.419, -4.136, -3.212)  -0.0008
H (2.998, -3.104, -0.994)  -0.0007
H (4.080, 0.728, -2.562)  -0.0001
H (4.524, -0.302, -4.784)  0.0000
H (2.953, 4.027, -2.303)  -0.0003
H (0.718, 5.073, -1.812)  0.0009
H (-0.874, 3.711, -0.409)  0.0013
N (-7.079, -0.008, 1.476)  0.0432
C (-6.369, 0.077, 0.281)  0.0910
S (-7.219, 0.371, -1.147)  0.2217
C (-4.956, -0.048, 0.379)  0.1274
C (-4.100, -0.050, -0.764)  0.0718
C (-2.758, -0.206, -0.629)  0.0763
N (-2.125, -0.373, 0.585)  0.2307
C (-2.922, -0.338, 1.683)  0.0238
C (-4.275, -0.193, 1.629)  0.0902
H (-8.068, -0.088, 1.315)  0.0001
H (-6.731, -0.665, 2.158)  0.0063
H (-4.537, 0.060, -1.747)  0.0224
H (-2.125, -0.237, -1.504)  0.0155
H (-2.422, -0.449, 2.634)  -0.0103
H (-4.814, -0.158, 2.567)  0.0276
C (-0.359, -1.719, 3.461)  -0.0033
Si (0.308, -0.131, 2.755)  0.1270
C (-0.620, 1.383, 3.356)  0.0161
C (1.999, 0.122, 3.520)  0.0122
C (2.285, -0.498, 4.739)  0.0042
C (3.482, -0.257, 5.405)  -0.0009
C (4.432, 0.588, 4.845)  0.0019
C (4.170, 1.205, 3.629)  0.0001
C (2.957, 0.988, 2.988)  -0.0092
H (-0.742, -1.553, 4.478)  0.0021
H (0.458, -2.449, 3.499)  0.0010
H (-1.157, -2.156, 2.854)  0.0035
H (-0.983, 1.211, 4.378)  0.0037
H (-1.469, 1.656, 2.722)  0.0038
H (0.079, 2.225, 3.377)  -0.0028
H (1.570, -1.186, 5.179)  -0.0003
H (3.674, -0.736, 6.359)  0.0002
H (5.371, 0.764, 5.357)  0.0002
H (4.912, 1.846, 3.166)  0.0000
H (2.771, 1.500, 2.050)  -0.0011
S (1.714, -4.566, 0.882)  0.0028
P (0.231, -4.104, -0.302)  -0.0123
S (0.039, -2.226, -1.097)  0.2124
C (-1.354, -4.664, 0.420)  -0.0023
C (-1.463, -6.009, 0.787)  -0.0003
C (-2.623, -6.476, 1.386)  0.0004
C (-3.682, -5.605, 1.633)  0.0018
C (-3.581, -4.274, 1.261)  0.0026
C (-2.417, -3.807, 0.652)  -0.0282
C (0.299, -5.079, -1.854)  0.0163
C (1.459, -5.759, -2.203)  0.0113
C (1.509, -6.497, -3.383)  -0.0032
C (0.398, -6.560, -4.213)  0.0056
C (-0.769, -5.887, -3.862)  -0.0032
C (-0.819, -5.147, -2.689)  0.0010
H (-0.628, -6.678, 0.612)  -0.0002
H (-2.703, -7.521, 1.664)  -0.0001
H (-4.583, -5.969, 2.118)  0.0002
H (-4.407, -3.591, 1.431)  0.0039
H (-2.335, -2.779, 0.347)  0.0236
H (2.311, -5.712, -1.533)  0.0004
H (2.415, -7.031, -3.649)  -0.0002
H (0.438, -7.132, -5.134)  0.0003
H (-1.642, -5.941, -4.504)  -0.0003
H (-1.723, -4.611, -2.417)  0.0027

Forces on the atoms, in the same order (eV/Å):
0.38 -0.56 -0.59
-0.16 0.10 0.11
0.01 -0.03 -0.08
0.04 -0.06 -0.02
-0.04 0.01 0.01
0.14 -0.03 -0.22
-0.10 -0.19 0.13
0.00 0.05 -0.01
-0.27 0.31 0.09
0.05 0.09 0.01
0.05 0.02 0.12
-0.19 0.48 -0.24
0.35 -0.21 0.23
-0.07 0.00 -0.09
0.12 -0.18 0.04
0.04 0.02 -0.03
-0.14 -0.23 0.18
0.14 0.19 -0.16
0.02 -0.05 0.02
0.08 0.03 -0.03
0.03 0.08 -0.01
0.06 0.09 -0.13
0.02 -0.01 0.01
-0.01 -0.02 0.04
-0.03 -0.05 0.04
0.02 0.01 0.02
-0.01 -0.03 -0.02
-0.06 0.00 -0.05
0.22 0.01 -0.03
0.09 -0.01 0.10
-0.09 0.00 -0.02
-0.10 -0.02 0.10
0.04 -0.11 0.28
-0.19 0.21 -0.02
0.13 -0.12 -0.05
-0.13 0.00 -0.03
-0.09 -0.01 0.01
0.01 -0.01 0.00
0.03 0.00 0.03
0.11 -0.01 -0.03
-0.11 0.03 -0.04
0.06 0.01 -0.02
-0.11 -0.38 0.06
-0.09 0.05 0.15
-0.30 0.31 -0.05
0.31 0.02 -0.27
0.09 -0.02 0.00
-0.01 0.06 -0.04
-0.09 -0.03 0.00
-0.09 -0.02 0.01
0.03 0.11 0.12
0.05 -0.09 -0.12
-0.15 0.03 -0.01
0.12 0.02 0.11
0.06 0.07 -0.09
0.08 0.00 0.15
-0.10 -0.04 0.01
0.05 0.03 -0.01
0.01 -0.01 -0.04
-0.01 -0.02 -0.03
-0.04 -0.01 0.03
0.02 -0.09 0.07
-0.07 0.06 0.08
-0.08 -0.20 -0.05
-0.18 0.17 0.27
0.04 -0.10 0.08
-0.07 0.06 0.06
0.07 0.06 -0.07
0.04 0.00 -0.01
0.04 0.02 -0.04
-0.13 -0.16 0.02
-0.07 -0.06 -0.07
-0.08 -0.09 -0.09
-0.05 0.07 0.08
-0.01 0.04 0.02
0.03 0.05 0.08
0.09 -0.02 -0.06
-0.02 0.01 0.02
0.01 0.05 0.00
0.04 0.02 -0.06
0.07 -0.01 0.00
-0.01 0.26 -0.05
-0.03 -0.02 0.00
-0.02 0.03 0.01
-0.01 0.02 0.07
0.05 0.02 0.03
0.05 -0.05 -0.02

---

The following is a DFT calculation (ωB97M-V with the def2-TZVPD basis set) of the molecule C3H5NO3.

Summary:
Structure (SMILES): NC(=O)COC=O
HOMO (Eh): -0.3695

Each line ends with the Mulliken charge.
Cartesian coordinates (Å):
N (-0.057, 0.606, 1.590)  -0.3479
C (0.319, -0.563, 1.001)  0.5598
O (0.339, -1.639, 1.573)  -0.5999
C (0.816, -0.452, -0.454)  -0.4697
O (-0.237, -0.562, -1.426)  -0.2956
C (-0.993, 0.520, -1.590)  0.2155
O (-0.902, 1.551, -0.968)  -0.5337
H (-0.299, 1.410, 1.026)  0.2536
H (-0.376, 0.567, 2.548)  0.2456
H (1.352, 0.487, -0.623)  0.3574
H (1.462, -1.309, -0.645)  0.2507
H (-1.719, 0.335, -2.392)  0.3641

Forces on the atoms, in the same order (eV/Å):
0.00 -0.11 0.03
0.00 -0.18 0.12
0.03 0.47 -0.18
0.21 0.03 0.16
-0.18 0.10 0.10
-0.07 0.32 0.07
0.00 -0.43 -0.36
0.14 -0.22 0.03
-0.01 -0.09 -0.21
-0.04 -0.11 0.07
-0.11 0.17 0.09
0.02 0.06 0.08

---

Computed values of energy above the lowest of the compared OMol25 structures with the same formula, charge and spin (unit: kcal/mol) for the preceding records, in sequence: 10.1; 15.8.
Computed values of DFT total energy (unit: eV) for the preceding records, in sequence: -114710.94552; -10825.00331.